# 1
DFT (the ωB97M-V functional and the def2-TZVPD basis) results for an isolated molecule of C3H6N2O2 at a distorted geometry.

For the HOMO-LUMO gap, the calculation gives 0.32176 Eh. The total energy is -10277.8122 eV. The value obtained for the maximum force is 9.02 eV/A. The HOMO energy comes out at -7.9 eV. The value obtained for the energy above the lowest of the compared OMol25 structures with the same formula, charge and spin is 161.08 kcal per mole. As for the SMILES: O/N=C1/CCON1.

The geometry in ORCA input format:
```
! wB97M-V def2-TZVPD RIJCOSX def2/J DEFGRID3
* xyz 0 1
O 2.72 -0.56 0.06
N 1.83 0.52 -0.15
C 0.61 0.13 0.09
C -0.62 1.01 -0.15
C -1.81 0.04 0.19
O -1.24 -1.14 -0.32
N -0.02 -1.29 0.08
H 3.66 -0.16 -0.11
H -0.55 1.20 -1.16
H -0.37 1.93 0.53
H -2.06 0.12 1.19
H -2.71 0.42 -0.23
H 0.55 -2.21 -0.01
*
```

# 2
DFT (the ωB97M-V functional and the def2-TZVPD basis) results for an isolated molecule of C3H6N2O2 at a distorted geometry.

For the HOMO-LUMO gap, the calculation gives 0.38743 Eh. The total energy is -10281.8660 eV. The value obtained for the maximum force is 2.92 eV/A. The HOMO energy comes out at -9.8 eV. The value obtained for the energy above the lowest of the compared OMol25 structures with the same formula, charge and spin is 67.60 kcal per mole. As for the SMILES: [H]/N=C(/NC=O)OC.

The geometry in ORCA input format:
```
! wB97M-V def2-TZVPD RIJCOSX def2/J DEFGRID3
* xyz 0 1
H 0.46 0.12 -1.75
N 0.93 0.09 -0.85
C 0.14 0.01 0.14
N 0.62 -0.05 1.46
C 1.91 -0.04 1.83
O 1.99 -0.11 3.06
O -1.21 -0.03 0.15
C -1.86 0.02 -1.11
H 0.49 -0.13 2.62
H 2.75 0.03 1.14
H -2.93 -0.02 -0.90
H -1.58 -0.83 -1.74
H -1.64 0.96 -1.64
*
```